Entry 1:
DFT (ωB97M-V/def2-TZVPD) results for a molecular structure, C35H67BFI3N2O15P in a non-equilibrium geometry.

Results
E_tot: -108034.94608 eV
E_LUMO: -0.1427 Eh
highest occupied orbital energy: -9.1 eV
gap between HOMO and LUMO: 5.23 eV
M: 1197.42 g/mol

The geometry in ORCA input format:
```
! RIJCOSX wB97M-V def2-TZVPD def2/J DEFGRID3
* xyz 1 1
H -0.976 1.431 -1.724
C 4.192 -0.753 4.359
H 2.148 2.857 -7.166
H 5.461 0.751 -7.348
O 2.985 4.828 -1.734
H -3.245 2.838 4.151
H 0.422 -1.108 -0.668
H -4.347 -1.139 3.553
C -0.033 0.660 1.458
H 0.453 4.196 -1.743
C -1.379 3.740 1.808
C 0.078 4.002 1.178
O 1.249 0.080 1.599
H 5.515 -1.279 6.096
C -0.253 -6.697 -0.228
B -2.586 3.070 -0.176
H 0.750 -1.954 1.439
C 3.323 -0.413 -11.346
H 0.815 2.452 -2.168
H -1.977 -7.857 1.030
H -0.779 -6.446 -1.153
H 0.774 -1.114 -7.837
H 0.762 -5.866 5.009
C 2.567 3.619 -1.631
H -1.410 -3.450 3.970
H -2.724 -7.449 3.327
C -0.498 -3.882 4.393
O -4.019 3.003 -0.341
O 1.403 0.150 -3.658
H -1.909 2.126 5.289
H -0.196 -7.785 -0.109
O -4.377 7.525 1.702
C -4.291 0.019 3.444
H 4.877 -0.824 3.443
C -1.946 -6.846 1.440
H -0.785 -4.451 5.284
I 0.844 5.970 0.673
C -1.842 -6.911 2.965
H 5.124 -2.722 4.905
H -2.503 -0.609 2.343
H -1.901 -5.921 3.414
C 0.891 -5.759 3.926
H 3.351 2.823 -1.959
H -2.031 0.594 3.619
H -2.290 3.683 -2.079
C -1.679 2.309 1.023
C 4.716 -1.817 5.478
C 1.597 -0.527 -9.711
H 0.787 -7.054 2.179
C 0.346 -0.434 -2.858
P -1.002 3.809 3.675
H 3.841 -2.157 6.134
H 3.358 -1.501 -11.226
C 2.579 -1.664 2.816
H 3.733 3.205 -6.443
O 2.791 -1.026 4.098
H 4.762 -1.570 -7.438
H 1.552 -0.533 -4.368
H 0.767 -6.313 -0.288
C -0.781 0.825 -0.750
H 0.671 -0.009 -9.992
C 0.433 -0.133 -1.295
H -4.907 1.579 5.069
H -2.682 3.809 5.611
C 0.997 3.246 -1.352
H 1.275 -7.835 3.655
H -0.724 -0.253 1.248
H -1.751 0.245 -0.591
H -5.500 0.030 1.446
O -0.502 -1.152 -3.443
O -0.894 -6.076 0.872
C 1.127 -1.230 2.253
H -4.277 2.268 -0.952
H 0.331 -1.166 3.082
H -0.266 1.138 2.496
I 1.433 3.608 2.962
H -2.264 5.991 4.283
C 4.085 -0.818 -7.860
H 1.937 -5.503 3.735
I 2.745 2.793 0.955
C 1.673 -0.592 -8.184
H 4.313 -0.782 -8.923
C 4.408 0.513 -7.176
C -4.466 0.526 4.992
H 2.499 -2.806 3.025
H 4.258 0.408 -6.095
H 2.733 1.839 -5.846
H 1.624 0.400 -7.738
H -5.037 -0.266 5.591
C 3.045 2.408 -6.730
O 2.772 -1.334 -7.642
H 1.556 -1.539 -10.120
H -5.650 1.561 2.567
H -3.635 2.235 2.007
H 0.184 -3.072 4.663
H -3.339 0.828 0.733
C -2.556 4.854 1.763
O -3.642 4.745 2.438
H -3.389 0.547 5.422
O 0.094 -4.702 3.402
O -2.003 3.957 -1.177
C -2.841 0.408 2.806
N -0.380 1.701 0.435
H -6.537 0.018 3.010
C -2.326 3.070 4.789
H 4.374 0.293 4.824
N -2.493 6.161 1.024
O 2.673 0.221 -10.259
H 1.414 0.397 -1.016
H -2.887 -6.344 1.176
H -0.678 5.740 5.188
C -5.554 0.402 2.526
O -0.721 -7.633 3.487
H 4.351 -0.047 -11.388
C -2.876 1.448 1.601
C -3.149 7.242 1.783
C 0.611 2.836 0.141
H 2.819 -0.153 -12.281
H 3.374 -1.421 2.023
H -0.563 6.354 3.445
O 3.640 1.582 -7.713
F -2.393 8.114 2.656
H -3.028 6.025 0.135
C -1.174 5.682 4.138
C 0.578 -7.094 3.246
*
```



Entry 2:
DFT (ωB97M-V/def2-TZVPD) results for a molecular structure, C35H67BrN5OS2Si3W.

Results
E_tot: -164052.35935 eV
ΔE to the lowest compared entry with this formula, charge and spin: 27.8 kcal per mole
E_LUMO (alpha / beta): -0.0856 / -0.0856 Eh
highest occupied orbital energy (alpha / beta): -9.3 / -9.3 eV
gap between HOMO and LUMO (alpha / beta): 6.95 / 6.95 eV
M: 986.09 g/mol

The geometry in ORCA input format:
```
! RIJCOSX wB97M-V def2-TZVPD def2/J DEFGRID3
* xyz 1 1
Si -1.094 1.833 3.129
H -3.705 2.133 -1.765
C -0.393 0.262 -6.213
Si 0.888 3.062 -2.536
C -2.578 -0.843 -5.890
H -0.939 0.917 -6.899
H 1.760 -4.028 -3.367
H 0.097 -1.895 2.348
H 1.012 -3.749 -7.116
C -2.032 -4.488 -5.537
C -0.875 6.013 0.164
C 2.015 1.822 -3.393
H -3.359 -4.104 -3.280
H -0.307 5.206 -1.708
O -1.681 1.362 -0.678
H 0.033 -5.245 -3.910
C -2.867 2.295 2.723
C -0.324 3.495 1.224
H 0.062 -1.866 -7.885
H -1.438 3.805 -3.077
W 0.143 0.881 0.123
H 3.969 -1.637 0.279
H 0.593 3.266 4.310
C -0.410 5.001 -0.655
H -2.728 -0.414 -4.896
H -3.410 1.389 2.441
H 3.867 -2.245 -1.345
H -1.112 6.978 -0.263
H -2.710 -3.881 -6.137
H -0.355 -0.370 4.222
H -0.590 3.308 -4.545
H -1.474 -2.701 -7.641
C -4.976 -0.954 -1.100
C 2.687 0.229 1.993
C 3.041 1.143 0.829
C -0.769 4.535 2.045
C -4.960 0.361 -1.587
H 3.330 -0.646 1.983
H -1.229 -4.838 -6.185
H 1.623 0.814 -3.499
C -1.031 5.788 1.525
S -1.203 -1.200 0.250
C -2.718 -3.243 -3.496
H -1.448 -1.074 -8.310
H -1.477 -5.471 -3.044
C 1.891 4.658 -2.659
Br -0.242 -0.978 -2.921
H 2.998 -2.714 1.908
H 0.632 0.206 -6.570
H -1.611 -0.649 2.981
C -0.299 2.710 4.599
C -1.092 -1.106 -6.179
H -0.389 0.744 -5.233
C 1.946 -2.697 1.622
H -2.934 3.008 1.903
H 2.566 -4.200 -6.422
H 2.363 1.536 -1.001
C 3.312 -1.688 -0.587
H -3.326 -2.502 -4.013
Si -0.350 -2.275 -4.839
H 3.320 -1.944 -5.897
H 2.711 2.165 1.023
H -5.866 -1.559 -1.202
C 2.227 -3.210 -3.909
H 2.123 2.228 -4.404
H 1.086 -4.883 -5.768
N 0.503 2.683 -0.841
H 1.424 5.371 -3.343
C 3.030 -0.334 -1.207
H -5.822 0.793 -2.071
N 1.268 -0.221 1.908
H 1.544 -3.662 1.933
C -0.731 3.084 -3.486
H 3.989 0.086 -1.531
H 0.772 0.287 2.630
C 1.150 -1.635 2.369
H -3.830 -2.485 -0.124
C -0.072 3.742 -0.133
H 2.869 0.740 2.940
N 2.335 0.710 -0.407
H -2.959 -0.124 -6.622
H 2.022 5.161 -1.701
H -0.350 -4.220 -2.515
C 2.272 -1.643 -5.802
H -0.980 3.412 5.084
C -3.858 -1.472 -0.498
C -0.766 -4.717 -3.396
C -2.706 -0.685 -0.363
C 1.475 -2.801 -5.188
N -2.748 0.577 -0.831
C -1.227 0.051 3.719
H 2.426 -0.485 -2.098
H 1.922 -1.378 -6.798
H 3.240 -3.526 -4.180
C -3.831 1.112 -1.439
C -1.508 -3.726 -4.308
H -3.379 2.724 3.587
H -0.936 4.387 3.100
H 3.028 1.794 -2.985
H -2.399 -2.819 -2.543
C -0.976 -1.734 -7.577
H 4.121 1.154 0.661
S 1.853 -2.684 -0.184
C 1.523 -3.976 -6.179
H -0.006 1.975 5.351
H -1.375 6.578 2.178
H 2.239 -0.747 -5.174
H -1.186 2.093 -3.408
H 2.881 4.433 -3.059
H 1.465 -1.667 3.419
H -3.186 -1.744 -5.977
H 2.316 -2.362 -3.227
H -1.990 0.148 4.500
N -0.140 2.148 1.624
H -2.591 -5.367 -5.204
*
```



Entry 3:
DFT (ωB97M-V/def2-TZVPD) results for a molecular structure, C35H68Al2BCl5CsF9LiN2O2S in a non-equilibrium geometry.

Results
E_tot: -156973.62514 eV
E_LUMO: -0.5111 Eh
highest occupied orbital energy: -14.8 eV
gap between HOMO and LUMO: 0.87 eV
M: 1133.88 g/mol

The geometry in ORCA input format:
```
! RIJCOSX wB97M-V def2-TZVPD def2/J DEFGRID3
* xyz 3 1
C -2.862 -3.746 -3.248
F 10.179 4.157 -4.000
H -1.537 0.886 -1.405
H -2.533 -5.687 -4.154
F -0.431 1.890 3.963
C 5.045 0.202 -0.546
H -8.329 -6.431 0.373
H 6.068 0.316 -0.891
C -3.624 0.675 0.610
C 0.294 -0.080 -1.893
F 9.860 2.651 -6.262
H -3.718 -5.079 -1.739
H -4.587 -3.102 0.664
H -3.030 -2.637 -0.845
C 3.617 -2.633 -2.505
Cl 1.626 2.035 9.176
H -5.166 -1.716 2.745
H 2.061 1.140 -1.579
H -1.410 -3.308 -0.807
H 2.190 -0.469 -0.888
C 1.133 3.530 8.401
H -0.616 3.853 0.639
C 4.722 -1.295 -0.579
S -2.681 3.197 -0.339
C -7.142 -4.787 -0.357
H -1.852 -4.152 1.223
Cl -0.611 3.538 8.129
H -2.515 2.797 -1.602
H 0.819 1.904 0.195
H 0.240 2.688 -1.285
C -3.004 7.710 8.589
C 2.535 -0.329 -3.015
C 5.058 2.330 0.786
H -1.432 6.670 9.647
F -4.130 4.807 -1.609
H -3.127 8.551 7.909
F 11.035 5.145 -6.420
O 8.207 2.269 0.301
H 8.595 3.978 -1.351
C -8.361 -5.185 -2.768
F 1.421 2.941 4.807
H 3.987 -3.390 -3.193
Cl -3.891 8.064 10.079
C -2.757 -4.676 -4.487
C -0.054 2.074 -0.436
H -4.039 -0.496 3.292
C -2.468 -3.573 -0.760
Cs -0.885 -0.660 1.870
H -1.044 7.094 7.975
C 3.673 2.951 0.555
H -0.971 -5.009 -5.714
H -3.296 0.133 -0.288
H 0.019 0.118 -2.942
C -8.706 -6.008 -1.699
N -7.452 -4.207 -2.676
C -6.865 -4.021 -1.475
C 2.540 -1.833 -3.275
H 0.065 -1.136 -1.748
H 1.566 -2.231 -2.981
H 5.661 -2.572 -1.997
H -5.642 0.388 1.459
H 1.624 3.598 7.438
H 4.330 0.724 -1.187
F 0.418 3.727 2.887
H -3.470 6.834 8.136
H 5.740 0.360 1.458
H -8.822 -5.309 -3.740
C 8.588 3.019 -1.862
Al -5.492 -5.455 -2.943
H -4.489 2.595 1.130
H -9.445 -6.786 -1.827
H -1.942 -5.210 -2.017
F 12.381 3.045 -5.233
H -1.221 2.443 1.454
H -2.812 0.690 1.329
C -3.828 -3.395 1.396
H -3.712 -4.701 -5.011
C 4.937 0.788 0.862
F 1.579 1.753 2.846
C -2.762 -4.191 0.623
H 5.464 -1.786 0.045
H -2.609 -2.459 2.922
C -4.012 2.108 0.286
H -5.069 -0.923 0.457
C -8.084 -5.807 -0.476
H -6.141 -3.209 -1.433
H 5.160 -1.079 -2.716
H -2.034 -3.040 -3.282
H 3.972 0.546 1.308
H -3.791 -3.168 -3.304
H 1.958 0.137 -3.847
C -0.591 0.691 -0.898
H 5.656 2.539 -0.096
C 4.845 -1.854 -2.021
C -2.772 -4.514 -1.925
C -3.222 -2.146 2.029
C -1.555 7.434 8.882
H -6.638 -4.596 0.581
H -1.130 -3.372 -5.137
H 3.199 -3.193 -1.671
Cl 1.603 4.914 9.382
C -1.694 -4.225 -5.512
H 9.546 2.832 -2.343
H -4.735 2.079 -0.527
H 3.647 3.993 0.860
O 8.316 0.805 -1.249
Li 0.133 0.872 -4.508
H -0.862 0.092 -0.006
N 8.359 1.957 -0.861
H -2.173 -3.938 -6.441
B 0.766 2.596 3.646
H 3.737 -1.508 -0.160
C -4.330 -1.096 2.433
H 5.533 2.726 1.677
H 2.925 2.442 1.162
H 3.517 0.122 -3.078
H -2.509 -1.706 1.283
H 7.777 2.964 -2.583
C 1.794 0.095 -1.728
C -4.769 -0.214 1.226
H 2.627 -2.028 -4.341
H -4.305 -4.012 2.153
H -3.068 -5.230 0.537
Cl -0.715 8.893 9.425
C -1.070 2.881 0.468
H 3.420 2.871 -0.503
Al 10.875 3.753 -5.487
*
```



Entry 4:
DFT (ωB97M-V/def2-TZVPD) results for 8 unconnected molecules or ions with the total composition C35H68BIN2O11 in a non-equilibrium geometry.

Results
E_tot: -71680.01680 eV
ΔE to the lowest compared entry with this formula, charge and spin: 0.0 kcal per mole
E_LUMO: 0.0145 Eh
highest occupied orbital energy: -7.9 eV
SMILES: CC[C@H](I)[C@H](OC[C@H](N)CCCCn1cccc1)OB(O)O.CC(C)=O.CC(C)=O.CC(C)=O.CC(C)=O.CC(C)=O.CC(C)=O.CC(C)=O
gap between HOMO and LUMO: 8.27 eV
M: 830.65 g/mol

The geometry in ORCA input format:
```
! RIJCOSX wB97M-V def2-TZVPD def2/J DEFGRID3
* xyz 0 1
H 4.004 9.934 -8.912
H -6.003 -1.459 1.127
O -1.102 0.343 2.385
H -3.981 2.620 4.041
H 0.823 10.256 -9.316
H 2.700 6.893 -6.101
O 5.281 5.165 -8.299
C -6.822 -8.598 4.880
O 3.372 5.777 -3.305
H 3.884 8.754 -7.594
O 2.118 7.502 -8.846
H -0.963 -1.718 2.219
C 4.014 4.534 -5.219
H 0.020 2.801 1.236
C 2.221 -2.458 4.110
H -2.964 -5.763 7.156
H -0.273 -0.840 0.847
O 2.389 2.485 0.514
O -5.904 -9.252 4.439
H 4.697 4.053 -4.521
C 5.262 -0.141 -4.483
H 3.346 3.777 -5.635
H 3.428 -0.155 -2.299
C -2.301 0.566 1.685
B -2.598 2.663 2.724
C -2.470 -8.999 6.406
C 2.254 8.699 -8.970
H -0.802 -4.413 7.895
H -8.099 -8.914 6.572
H -0.836 -10.343 6.055
C -4.862 0.267 1.867
H 1.460 5.672 -5.721
H 3.353 5.070 -10.694
C -1.735 -10.291 6.671
H -5.917 -6.755 4.302
H -6.873 -0.401 2.211
H 5.244 3.158 -10.634
C 0.336 3.666 0.660
H 1.694 7.066 -4.649
C 0.966 -0.800 2.655
H 6.051 0.489 -4.068
H 2.128 -3.933 5.655
H -3.459 -7.799 4.951
C -3.473 -0.249 2.281
H 1.827 4.725 -1.521
C -2.384 -5.075 6.565
H 1.676 1.075 2.469
O -1.465 2.981 3.412
C -6.826 -7.092 4.796
C -2.670 -4.741 5.206
H 3.242 -2.838 4.032
O -2.606 1.923 1.539
C 5.115 4.960 -9.481
H 2.481 -2.168 2.025
H 2.301 -1.530 4.683
C 1.625 -2.201 2.700
O -3.837 3.115 3.221
N -0.853 -3.660 5.861
H 0.959 -4.259 4.360
H -1.752 3.349 4.256
H 4.602 6.287 -11.080
H -1.446 -10.334 7.720
I -3.305 -0.522 4.417
O 3.213 0.812 -5.215
C -5.897 -0.865 2.037
H 4.595 5.000 -6.016
C 5.913 3.911 -10.217
H 5.440 -0.271 -5.548
H -0.313 3.766 -0.213
H 2.509 1.254 -2.856
H -5.171 1.084 2.517
H 3.410 4.326 -0.842
H -3.485 -5.084 4.592
H 5.279 -1.119 -4.000
H 0.663 -2.688 6.862
H -3.394 -1.251 1.855
C 2.385 4.588 -0.595
H 2.862 10.203 -7.569
H 4.199 1.451 -2.367
C -1.283 -4.388 6.931
H 6.488 4.376 -11.019
C 3.918 0.514 -4.277
H -8.923 -9.005 4.993
C 3.212 5.575 -4.489
C -0.401 -0.811 1.938
C -1.690 -3.887 4.826
H 0.648 8.839 -10.366
H 0.723 -0.466 3.665
H -2.143 0.162 0.674
H 1.967 9.987 -10.658
C 0.324 -2.797 5.834
H 1.560 0.334 1.045
N 1.849 0.191 2.004
C 3.489 0.782 -2.855
H -6.863 -6.662 5.798
C 3.320 9.450 -8.213
C -2.952 -8.760 4.999
H 6.601 3.428 -9.525
H -2.103 -8.745 4.312
H 2.387 5.519 -0.027
H -7.688 -6.752 4.218
H 3.602 6.459 -9.615
H 0.059 -1.841 5.378
C 1.421 -3.475 4.957
H -7.879 -10.333 5.532
H -2.383 -11.140 6.448
H -5.702 -1.494 2.904
C 2.200 6.352 -5.296
C 4.101 5.745 -10.274
O -2.663 -8.191 7.286
H -4.817 0.643 0.844
H 0.248 4.556 1.286
C -8.011 -9.253 5.539
H 0.949 -3.005 2.400
C 1.765 3.483 0.221
H -1.543 -3.390 3.879
C 1.366 9.501 -9.887
H -3.651 -9.541 4.708
*
```



- Among the records above, which one has the highest E_tot?
  C35H68BIN2O11



- Which of these has the lowest E_tot?
  C35H67BrN5OS2Si3W



- Among the records above, which one has the lowest E_tot?
  C35H67BrN5OS2Si3W